Record 1
C38H28N7O4PbS | the ωB97M-V functional and the def2-TZVPD basis

Output
LUMO level ... 1.82 eV
HOMO level ... -4.50 eV
Molar mass ... 885.954 g/mol
Total charge ... -1
Energy ... -2740.07035 Eh

Positions of all 79 atoms, in Å:
Pb (0.2096, -0.7316, 0.6044)
N (0.7328, 2.1577, -3.2921)
C (0.8042, 1.1593, -2.3952)
N (0.0610, 1.0454, -1.3483)
C (-0.8603, 2.0333, -1.0463)
N (-1.6840, 1.9998, -0.0617)
N (-1.6283, 0.8818, 0.7677)
C (-2.7680, 0.3264, 0.9447)
C (-2.9698, -0.9497, 1.6501)
C (-4.2652, -1.2918, 2.0164)
C (-4.4809, -2.5186, 2.6349)
C (-3.3974, -3.3492, 2.8497)
C (-2.1301, -2.9273, 2.4401)
N (-1.9236, -1.7681, 1.8468)
C (-0.9391, 3.2035, -1.9509)
C (-1.8101, 4.2727, -1.7308)
C (-1.8694, 5.3259, -2.6182)
C (-1.0559, 5.3272, -3.7530)
C (-0.1890, 4.2845, -3.9915)
C (-0.1275, 3.2259, -3.0834)
H (1.3850, 2.1551, -4.0622)
H (1.5402, 0.3914, -2.5997)
H (-3.6517, 0.8020, 0.5216)
H (-5.0833, -0.6120, 1.8172)
H (-5.4778, -2.8138, 2.9357)
H (-3.5163, -4.3141, 3.3247)
H (-1.2546, -3.5549, 2.5732)
H (-2.4332, 4.2399, -0.8482)
H (-2.5483, 6.1491, -2.4396)
H (-1.1057, 6.1500, -4.4546)
H (0.4435, 4.2689, -4.8706)
C (-1.0088, 0.2858, 5.3659)
C (-0.1728, -0.5689, 6.0681)
C (0.6968, -1.3872, 5.3749)
C (0.7314, -1.3412, 3.9762)
N (-0.0639, -0.4916, 3.3178)
C (-0.9102, 0.2798, 3.9864)
C (1.6094, -2.2258, 3.1573)
C (2.5108, -3.0979, 3.7798)
C (3.3494, -3.8986, 3.0253)
C (3.2986, -3.8352, 1.6385)
C (2.4063, -2.9761, 1.0154)
C (1.5564, -2.1613, 1.7628)
H (-1.7099, 0.9394, 5.8658)
H (-0.2025, -0.6045, 7.1503)
H (1.3369, -2.0638, 5.9197)
H (-1.5258, 0.9360, 3.3807)
H (2.5774, -3.1585, 4.8581)
H (4.0419, -4.5683, 3.5202)
H (3.9511, -4.4606, 1.0404)
H (2.3610, -2.9358, -0.0680)
O (-1.1014, -1.6590, -0.5137)
O (2.1576, -0.2982, -5.8623)
S (1.4935, -1.5118, -5.4091)
O (1.5291, -2.6167, -6.3384)
N (1.9312, -1.9026, -3.9364)
C (0.9620, -1.7291, -3.0076)
O (1.1812, -1.9190, -1.8139)
C (-0.3568, -1.1911, -3.6572)
C (-1.5896, -0.7796, -3.1458)
C (-2.5660, -0.3464, -4.0296)
C (-2.3593, -0.2814, -5.4046)
C (-1.1225, -0.6397, -5.9171)
C (-0.1674, -1.0788, -5.0214)
H (-1.7530, -0.7599, -2.0810)
H (-3.5209, -0.0296, -3.6244)
H (-3.1451, 0.0680, -6.0624)
H (-0.8962, -0.5807, -6.9740)
C (4.2638, 2.4551, 1.7667)
C (3.6898, 1.5818, 2.6747)
C (2.5919, 0.8110, 2.3125)
C (2.0103, 0.8529, 1.0433)
C (2.5781, 1.7857, 0.1765)
C (3.6879, 2.5574, 0.5132)
H (5.1239, 3.0561, 2.0360)
H (4.0967, 1.4870, 3.6755)
H (2.2234, 0.1421, 3.0671)
H (2.1347, 2.0322, -0.7700)
H (4.0825, 3.2597, -0.2127)

---

Record 2
C38H29BrN3O10PSW | the ωB97M-V functional and the def2-TZVPD basis

Output
LUMO level (spin up / spin down) ... -1.26 / -1.26 eV
HOMO level (spin up / spin down) ... -7.18 / -7.17 eV
Molar mass ... 1014.446 g/mol
Total charge ... 0
Energy ... -5762.83024 Eh

Positions of all 84 atoms, in Å:
W (-0.5444, -0.1305, -0.5434)
Br (1.6448, -3.9352, 6.0105)
C (0.8789, -2.6208, 4.8841)
C (-0.2577, -1.9384, 5.2924)
C (-0.7842, -0.9629, 4.4693)
C (-0.2123, -0.6796, 3.2329)
O (-0.6676, 0.3432, 2.4813)
C (0.9086, -1.3930, 2.7940)
C (1.6287, -1.3130, 1.5216)
N (1.3255, -0.9609, 0.3153)
C (2.3342, -1.2804, -0.6536)
C (3.2832, -2.2609, -0.5213)
C (4.2722, -2.4468, -1.5073)
C (4.2944, -1.6717, -2.6284)
C (3.2708, -0.7219, -2.8396)
C (3.1663, 0.0507, -4.0172)
C (2.0872, 0.8623, -4.1869)
C (1.0903, 0.8937, -3.1954)
N (1.1818, 0.2319, -2.0640)
C (2.2723, -0.5575, -1.8645)
C (1.4624, -2.3427, 3.6700)
H (-0.7109, -2.1528, 6.2501)
H (-1.6469, -0.3908, 4.7830)
H (2.6315, -1.7104, 1.6448)
H (3.2759, -2.9290, 0.3277)
H (5.0141, -3.2210, -1.3671)
H (5.0579, -1.8053, -3.3838)
H (3.9339, -0.0329, -4.7770)
H (1.9529, 1.4574, -5.0785)
H (0.1943, 1.4651, -3.3771)
H (2.3493, -2.8872, 3.3721)
O (-2.0058, 2.4510, -3.4314)
C (-1.7598, 2.0070, -2.3332)
O (-1.5220, 0.7242, -2.1196)
C (-1.6422, 2.9039, -1.1093)
P (-0.1451, 2.3203, -0.2443)
C (-0.1571, 3.0595, 1.4160)
C (0.9840, 2.9671, 2.2117)
C (0.9744, 3.4429, 3.5100)
C (-0.1774, 4.0210, 4.0304)
C (-1.3114, 4.1272, 3.2427)
C (-1.3023, 3.6472, 1.9386)
C (1.2659, 3.1344, -1.0685)
C (1.1199, 4.1745, -1.9806)
C (2.2318, 4.7094, -2.6208)
C (3.4972, 4.2126, -2.3539)
C (3.6537, 3.1717, -1.4461)
C (2.5453, 2.6346, -0.8163)
H (-2.4720, 2.6657, -0.4461)
H (-1.6676, 3.9519, -1.3897)
H (1.8825, 2.5081, 1.8202)
H (1.8621, 3.3598, 4.1234)
H (-0.1867, 4.3902, 5.0477)
H (-2.2088, 4.5845, 3.6390)
H (-2.1985, 3.7292, 1.3385)
H (0.1404, 4.5665, -2.2178)
H (2.1029, 5.5147, -3.3322)
H (4.3610, 4.6291, -2.8556)
H (4.6390, 2.7722, -1.2417)
H (2.6692, 1.7921, -0.1439)
O (-1.8992, 0.7097, 0.6507)
C (-2.0388, 0.3521, 1.9764)
C (-2.7135, -0.9679, 2.0870)
C (-3.8218, -1.2211, 2.8688)
C (-4.3616, -2.4936, 2.8432)
C (-3.8351, -3.5008, 2.0414)
C (-2.7367, -3.2384, 1.2503)
C (-2.1649, -1.9645, 1.2789)
O (-1.0704, -1.6963, 0.5810)
N (-5.5213, -2.7829, 3.6880)
O (-5.9941, -3.9017, 3.6442)
O (-5.9475, -1.8863, 4.3946)
H (-2.5710, 1.1423, 2.5121)
H (-4.2660, -0.4573, 3.4928)
H (-4.3034, -4.4739, 2.0440)
H (-2.3183, -3.9840, 0.5877)
C (-1.8010, -1.9074, -4.1093)
S (-1.6824, -2.4154, -2.4205)
O (-1.4718, -3.8372, -2.3951)
O (-2.8308, -1.8916, -1.7216)
O (-0.4074, -1.7110, -1.9460)
H (-2.6709, -2.3973, -4.5409)
H (-0.8945, -2.2203, -4.6232)
H (-1.9158, -0.8257, -4.1245)

---

Record 3
C38H29BrN3O10PSW | the ωB97M-V functional and the def2-TZVPD basis

Output
LUMO level (spin up / spin down) ... -1.76 / -1.73 eV
HOMO level (spin up / spin down) ... -5.98 / -8.49 eV
Multiplicity ... 3
<S²> ... 2.041
Molar mass ... 1014.446 g/mol
Total charge ... 0
Energy ... -5762.77730 Eh

Positions of all 84 atoms, in Å:
W (0.4230, 1.1466, 0.1354)
Br (-4.1868, 6.5168, 2.2589)
C (-2.7583, 5.3170, 1.9113)
C (-1.9378, 4.9348, 2.9684)
C (-0.9057, 4.0546, 2.7210)
C (-0.6779, 3.5536, 1.4370)
O (0.3156, 2.6968, 1.2389)
C (-1.5010, 3.9738, 0.3454)
C (-1.2625, 3.5422, -0.9857)
N (-0.2908, 2.6912, -1.2895)
C (-0.0086, 2.3250, -2.5900)
C (-0.7666, 2.5424, -3.7465)
C (-0.3071, 2.0644, -4.9627)
C (0.9145, 1.4318, -5.0881)
C (1.7381, 1.2494, -3.9671)
C (3.0433, 0.7072, -4.0041)
C (3.8025, 0.7263, -2.8493)
C (3.2309, 1.1232, -1.6519)
N (1.9379, 1.5024, -1.5327)
C (1.2430, 1.6632, -2.7008)
C (-2.5540, 4.8675, 0.6277)
H (-2.1032, 5.3235, 3.9597)
H (-0.2486, 3.7288, 3.5132)
H (-1.8999, 3.9566, -1.7622)
H (-1.7412, 2.9969, -3.6825)
H (-0.9187, 2.2058, -5.8392)
H (1.2489, 1.0772, -6.0493)
H (3.4541, 0.3319, -4.9280)
H (4.8416, 0.4336, -2.8577)
H (3.8142, 1.1992, -0.7440)
H (-3.1860, 5.2072, -0.1815)
O (3.3364, 0.9682, 2.9870)
C (2.9787, 0.6274, 1.8882)
O (2.2479, 1.3258, 1.0580)
C (3.3549, -0.7323, 1.2703)
P (1.7763, -1.3186, 0.4809)
C (1.3128, -2.5602, 1.7515)
C (1.5335, -2.2869, 3.0994)
C (1.2209, -3.2300, 4.0619)
C (0.6657, -4.4449, 3.6924)
C (0.4075, -4.7061, 2.3567)
C (0.7279, -3.7690, 1.3898)
C (2.4903, -2.4390, -0.7844)
C (3.3132, -3.5022, -0.4244)
C (3.8730, -4.3116, -1.3949)
C (3.6154, -4.0624, -2.7359)
C (2.7919, -3.0104, -3.1019)
C (2.2259, -2.2034, -2.1282)
H (3.7728, -1.4295, 1.9971)
H (4.0896, -0.5579, 0.4811)
H (1.9519, -1.3350, 3.3931)
H (1.4255, -3.0130, 5.1004)
H (0.4407, -5.1822, 4.4480)
H (-0.0321, -5.6489, 2.0681)
H (0.5489, -3.9822, 0.3449)
H (3.5024, -3.6916, 0.6217)
H (4.5050, -5.1416, -1.1095)
H (4.0522, -4.6956, -3.4935)
H (2.5741, -2.8173, -4.1428)
H (1.5574, -1.4030, -2.4143)
O (0.0911, 0.0738, 1.8627)
C (-0.9939, -0.3205, 2.5346)
C (-2.3054, -0.0166, 2.1568)
C (-3.4504, -0.4430, 2.8703)
C (-4.7063, 0.0121, 2.5073)
C (-4.8892, 0.8928, 1.4363)
C (-3.7991, 1.2650, 0.6736)
C (-2.5237, 0.8088, 0.9946)
O (-1.4849, 1.1122, 0.2345)
N (-5.8654, -0.4242, 3.2310)
O (-6.9383, 0.0582, 2.9236)
O (-5.7159, -1.2588, 4.1031)
H (-0.8039, -0.9089, 3.4305)
H (-3.3441, -1.1147, 3.7068)
H (-5.8818, 1.2546, 1.2250)
H (-3.9053, 1.8842, -0.2027)
C (-2.0121, -1.8906, -1.3745)
S (-1.2014, -0.5119, -2.1942)
O (-0.6616, -0.9714, -3.4397)
O (-2.1054, 0.5992, -2.2489)
O (-0.0464, -0.2268, -1.2185)
H (-2.9257, -2.1132, -1.9068)
H (-2.2205, -1.5716, -0.3600)
H (-1.3280, -2.7274, -1.4103)